1.
{"formula": "C6H5Cl2O3S", "method": "the ωB97M-V functional and the def2-TZVPD basis", "homo_energy_ev": -5.164, "e_above_lowest_kcal_mol": 16.3, "total_energy_ev": -48325.41629, "smiles": "O=S(=O)([O-])[C@@]1(Cl)CC=CC=C1Cl", "max_force_ev_per_a": 3.777, "charge": -1, "orbital_gap_ev": 8.51, "symbols": ["O", "S", "O", "O", "C", "Cl", "C", "C", "C", "C", "C", "Cl", "H", "H", "H", "H", "H"], "positions_angstrom": [[-1.223, -1.822, 2.245], [-1.194, -1.829, 0.785], [-2.499, -2.089, 0.242], [-0.066, -2.556, 0.222], [-0.790, -0.051, 0.304], [-2.186, 0.921, 0.465], [0.367, 0.415, 1.173], [1.211, 1.417, 0.386], [1.380, 1.487, -0.957], [0.743, 0.497, -1.767], [-0.370, -0.143, -1.347], [-1.246, -1.318, -2.186], [0.865, -0.557, 1.486], [0.175, 1.039, 2.244], [1.793, 2.004, 0.951], [1.970, 2.237, -1.355], [1.070, 0.346, -2.891]], "mulliken_charge": [-0.6883, 1.1333, -0.6428, -0.6234, 0.5032, -0.2075, -0.6615, -0.5387, -0.4271, -0.1995, -0.1253, -0.1301, 0.2951, 0.2048, 0.4401, 0.4559, 0.2118]}

2.
{"formula": "C6H5Cl3N2", "method": "the ωB97M-V functional and the def2-TZVPD basis", "homo_energy_ev": -8.929, "e_above_lowest_kcal_mol": 56.5, "total_energy_ev": -46848.46183, "max_force_ev_per_a": 6.490, "charge": 0, "orbital_gap_ev": 8.40, "symbols": ["C", "C", "C", "C", "C", "C", "N", "N", "Cl", "Cl", "Cl", "H", "H", "H", "H", "H"], "positions_angstrom": [[1.079, 0.865, -1.393], [-2.230, -0.614, -0.509], [-1.395, -0.949, 0.507], [-1.344, 0.249, -1.443], [-0.194, 0.521, -0.718], [0.923, -0.260, 1.435], [1.999, 1.124, -1.979], [-0.149, -0.342, 0.347], [-3.843, -0.972, -0.732], [-1.774, -1.998, 1.840], [-0.486, 2.608, 0.000], [-0.962, -0.358, -2.311], [-1.974, 1.100, -1.914], [1.952, -0.127, 0.869], [0.719, 0.488, 2.172], [1.057, -1.235, 1.892]], "mulliken_charge": [0.0880, 0.1862, 0.0607, -0.1894, 0.0135, -0.9137, -0.3501, 0.1601, -0.1807, -0.1524, -0.3390, 0.2689, 0.3503, 0.3013, 0.3181, 0.3782]}

3.
{"formula": "C6H5ClIN", "method": "the ωB97M-V functional and the def2-TZVPD basis", "homo_energy_ev": [-7.662, -9.220], "total_energy_ev": -28411.03340, "max_force_ev_per_a": 4.258, "charge": 0, "orbital_gap_ev": [6.41, 6.14], "s_squared": 2.0170, "multiplicity": 3, "symbols": ["C", "C", "C", "C", "C", "C", "N", "Cl", "I", "H", "H", "H", "H", "H"], "positions_angstrom": [[-1.503, 1.081, -0.601], [-0.609, 1.517, 0.401], [-1.330, -0.139, -1.240], [0.415, 0.664, 0.752], [-0.284, -0.982, -0.886], [0.607, -0.587, 0.167], [1.635, -1.440, 0.390], [1.513, -1.673, 2.415], [3.629, -0.990, 0.081], [-2.364, 1.616, -0.555], [-0.552, 2.567, 0.858], [-2.209, -0.687, -1.743], [1.250, 1.051, 1.307], [-0.197, -1.997, -1.347]], "mulliken_charge": [-0.3986, -0.5136, -0.4382, -0.0938, -0.1983, 0.6424, -0.5977, -0.2488, 0.2739, 0.4332, 0.2840, 0.2298, 0.3179, 0.3078]}

4.
{"formula": "C6H5ClN2O4", "method": "the ωB97M-V functional and the def2-TZVPD basis", "homo_energy_ev": -8.843, "e_above_lowest_kcal_mol": 45.4, "total_energy_ev": -29989.82922, "max_force_ev_per_a": 5.074, "charge": 0, "orbital_gap_ev": 7.39, "symbols": ["C", "C", "C", "C", "C", "C", "N", "N", "O", "O", "O", "O", "Cl", "H", "H", "H", "H", "H"], "positions_angstrom": [[0.695, -2.010, -0.263], [-0.595, -1.424, -0.560], [1.824, -1.334, -0.091], [-1.140, -0.517, 0.277], [-1.132, 3.121, -0.358], [2.451, 0.947, 0.625], [-2.416, 0.004, 0.168], [1.757, 0.116, -0.050], [-0.685, 2.209, -0.847], [-1.491, 4.023, 0.195], [-3.217, -0.594, -0.549], [-2.680, 1.034, 0.803], [3.847, 0.290, 1.385], [0.952, -3.054, -0.240], [-1.197, -1.627, -1.339], [2.718, -1.770, 0.057], [0.953, 0.656, -0.370], [-0.644, -0.070, 1.157]], "mulliken_charge": [-0.4078, -0.1771, -0.3635, -0.6468, 0.6576, -0.2855, 0.9550, 0.1166, -0.3996, -0.2995, -0.5819, -0.5661, -0.1629, 0.3258, 0.5007, 0.5402, 0.2662, 0.5283]}

5.
{"formula": "C6H5ClN2O4", "method": "the ωB97M-V functional and the def2-TZVPD basis", "homo_energy_ev": -8.614, "e_above_lowest_kcal_mol": 77.3, "total_energy_ev": -29988.44310, "max_force_ev_per_a": 4.985, "charge": 0, "orbital_gap_ev": 8.44, "symbols": ["C", "C", "C", "C", "C", "C", "N", "N", "O", "O", "O", "O", "Cl", "H", "H", "H", "H", "H"], "positions_angstrom": [[0.127, -1.750, 0.324], [-0.132, -1.152, -0.941], [0.037, -1.228, 1.555], [-0.821, -0.001, -0.921], [2.741, 1.840, -0.381], [-1.421, 0.715, 0.674], [-1.044, 0.770, -2.027], [-0.396, 0.143, 1.617], [2.071, 1.208, 0.309], [3.449, 2.401, -1.075], [-1.891, 0.538, -2.809], [-0.261, 1.724, -2.164], [-2.820, -0.456, 0.828], [0.386, -2.758, 0.341], [0.326, -1.572, -1.757], [0.209, -1.732, 2.481], [-0.931, 0.382, 2.362], [0.369, 0.928, 1.581]], "mulliken_charge": [-0.2917, -0.4151, -0.7530, 0.1058, 0.6583, -0.4961, 1.0015, -0.0107, -0.3681, -0.3449, -0.5611, -0.5677, -0.2066, 0.4658, 0.5410, 0.4537, 0.3952, 0.3936]}

6.
{"formula": "C6H5ClO2S", "method": "the ωB97M-V functional and the def2-TZVPD basis", "homo_energy_ev": [-7.914, -7.600], "e_above_lowest_kcal_mol": 84.1, "total_energy_ev": -33751.28342, "max_force_ev_per_a": 2.904, "charge": 0, "orbital_gap_ev": [7.08, 6.04], "symbols": ["C", "C", "C", "C", "C", "C", "O", "O", "S", "Cl", "H", "H", "H", "H", "H"], "positions_angstrom": [[-2.158, -0.507, 0.038], [-1.982, 1.990, -0.124], [-0.896, -0.115, 0.222], [-0.790, 1.372, 0.186], [1.423, -0.863, 0.074], [1.775, 0.447, -0.518], [0.007, -1.163, 0.272], [0.359, 1.857, 0.440], [-3.244, 0.797, -0.184], [3.290, 1.042, -0.132], [-2.369, -1.521, 0.108], [-2.132, 3.042, -0.214], [1.668, -1.680, -0.623], [2.158, -0.868, 0.979], [1.398, 0.644, -1.527]], "mulliken_charge": [-0.4488, -0.6755, 0.4936, 0.4014, -0.3784, -0.0441, -0.4040, -0.5657, -0.2053, -0.1046, 0.4856, 0.4848, 0.2497, 0.3313, 0.3800]}

7.
{"formula": "C6H5CrNO5", "method": "the ωB97M-V functional and the def2-TZVPD basis", "homo_energy_ev": [-18.866, -19.150], "total_energy_ev": -46432.45901, "max_force_ev_per_a": 8.960, "charge": 2, "orbital_gap_ev": [8.32, 8.08], "s_squared": 6.0258, "multiplicity": 5, "symbols": ["Cr", "O", "C", "C", "O", "C", "O", "C", "O", "C", "C", "N", "O", "H", "H", "H", "H", "H"], "positions_angstrom": [[-1.724, -0.632, 0.097], [1.151, -3.293, -0.220], [0.117, -2.788, -0.257], [-2.257, 0.313, 1.613], [-2.496, 0.813, 2.609], [-1.625, 0.544, -1.286], [-1.589, 1.198, -2.223], [-3.083, -1.726, -0.361], [-4.024, -2.263, -0.722], [1.676, 1.020, -1.026], [1.269, 0.599, 0.365], [2.131, 0.851, 1.350], [0.200, 0.033, 0.640], [2.676, 1.481, -0.973], [0.971, 1.757, -1.418], [1.731, 0.152, -1.693], [1.862, 0.605, 2.290], [3.012, 1.336, 1.216]], "mulliken_charge": [0.1885, -0.1121, 0.2315, 0.5107, -0.0538, 0.4223, -0.0660, 0.5418, -0.0516, -1.0865, 0.7613, -0.3458, -0.3771, 0.3646, 0.2875, 0.3000, 0.2512, 0.2336]}

8.
{"formula": "C6H5CuF8O4Pt2", "method": "the ωB97M-V functional and the def2-TZVPD basis", "homo_energy_ev": [-22.965, -22.836], "total_energy_ev": -87308.01705, "max_force_ev_per_a": 2.750, "charge": 4, "orbital_gap_ev": [6.39, 4.29], "s_squared": 6.0108, "multiplicity": 5, "symbols": ["Pt", "Pt", "Cu", "O", "C", "O", "O", "H", "C", "C", "C", "F", "F", "F", "F", "O", "C", "C", "F", "F", "F", "F", "H", "H", "H", "H"], "positions_angstrom": [[18.858, 5.776, -11.120], [15.758, 5.671, -7.899], [21.876, 6.141, -8.560], [19.705, 5.090, -7.076], [18.833, 5.748, -7.795], [17.646, 5.933, -7.250], [19.177, 6.121, -8.931], [19.227, 4.708, -6.310], [15.825, 3.621, -1.075], [16.333, 4.770, -0.082], [17.309, 5.812, -0.903], [17.821, 6.580, 0.003], [18.227, 5.119, -1.557], [15.311, 5.482, 0.320], [16.910, 4.235, 0.937], [15.398, 4.111, -2.309], [14.587, 3.187, -2.991], [14.069, 3.763, -4.328], [15.104, 4.126, -5.248], [13.344, 2.884, -4.980], [15.280, 2.061, -3.143], [13.503, 2.935, -2.262], [15.050, 3.087, -0.515], [16.717, 3.003, -1.254], [16.673, 6.377, -1.601], [13.503, 4.675, -4.123]], "mulliken_charge": [1.0138, 1.5550, 0.9539, -0.3418, 0.7434, -0.6153, -0.6856, 0.3638, -0.6389, 0.7842, 0.2902, -0.1157, -0.1630, -0.1304, -0.1309, -0.3722, 0.7767, 0.1934, -0.2816, -0.2122, -0.2430, -0.2252, 0.4932, 0.3912, 0.3190, 0.2782]}